Formula: C22H35B2I2N2O6
Source: the Open Molecules 2025 dataset
Level of theory: ωB97M-V/def2-TZVPD

CARTESIAN COORDINATES (ANGSTROEM)
C  -6.122  3.276  1.881
C  -5.293  2.895  0.652
B  -3.834  3.484  0.621
O  -3.239  4.076  1.684
C  -2.985  3.351  -0.716
C  -3.044  4.232  -1.720
C  -3.914  5.457  -1.674
O  -3.321  6.372  -0.737
N  -4.313  7.345  -0.305
O  -4.759  7.044  0.721
C  -2.204  4.040  -2.939
O  -2.041  4.932  -3.747
C  -1.570  2.706  -3.175
B  -0.981  2.461  -4.627
C  -1.789  1.702  -5.735
O  0.267  2.955  -4.838
C  -1.511  1.830  -2.171
C  -0.859  0.509  -2.280
I  -2.169  -1.036  -2.821
C  0.413  0.257  -2.010
C  1.131  -1.053  -2.110
I  1.660  1.824  -1.409
C  -2.089  2.166  -0.830
O  -1.851  1.480  0.142
H  -5.630  2.980  2.810
H  -7.102  2.799  1.864
H  -6.305  4.353  1.902
H  -5.179  1.807  0.564
H  -5.810  3.220  -0.259
H  -3.854  4.475  2.308
H  -3.960  5.917  -2.661
H  -4.918  5.191  -1.330
H  -2.868  1.775  -5.589
H  -1.545  0.635  -5.727
H  -1.566  2.088  -6.734
H  0.535  2.902  -5.761
H  1.717  -1.079  -3.033
H  0.433  -1.889  -2.128
H  1.833  -1.156  -1.283
C  0.297  -2.971  1.339
C  1.208  -3.823  0.456
C  2.356  -4.566  1.122
N  3.454  -3.743  1.777
C  4.615  -4.692  1.998
C  5.742  -4.106  2.826
C  5.232  -3.595  4.167
C  4.106  -2.595  3.940
C  2.986  -3.195  3.107
C  3.866  -2.639  0.864
H  0.725  -1.992  1.560
H  -0.645  -2.780  0.827
H  0.066  -3.471  2.281
H  1.582  -3.231  -0.379
H  0.608  -4.613  -0.002
H  2.865  -5.163  0.365
H  1.993  -5.245  1.894
H  4.192  -5.567  2.494
H  4.957  -4.987  1.007
H  6.485  -4.892  2.967
H  6.248  -3.306  2.281
H  6.041  -3.137  4.733
H  4.861  -4.434  4.764
H  4.491  -1.688  3.467
H  3.670  -2.281  4.888
H  2.226  -2.452  2.893
H  2.522  -4.030  3.632
H  3.043  -1.937  0.761
H  4.121  -3.065  -0.104
H  4.726  -2.125  1.278

Calculated values
Highest occupied orbital energy   -10.8 eV
E   -2065.09883 Ha
Max |F|   0.011 hartree/bohr
Net charge   +1
LUMO level   -2.9 eV
Frontier orbital gap   7.921 eV

Formula: C5H12OSi
Source: the Open Molecules 2025 dataset
Level of theory: ωB97M-V/def2-TZVPD

CARTESIAN COORDINATES (ANGSTROEM)
C  2.621  0.038  1.837
C  1.401  -0.222  1.395
C  -2.091  -0.915  -0.076
C  -0.582  -0.620  -1.993
C  -1.009  0.111  -0.772
O  1.141  1.969  -0.447
Si  0.266  0.876  0.366
H  3.156  -0.684  2.430
H  3.140  1.012  1.754
H  1.044  -1.135  1.738
H  -2.480  -0.546  0.871
H  -2.976  -0.914  -0.747
H  -1.687  -1.876  0.207
H  -0.038  -0.086  -2.724
H  -1.384  -1.129  -2.500
H  0.148  -1.250  -1.486
H  -1.662  0.962  -1.078
H  2.052  2.054  -0.241
H  -1.060  2.357  1.467

Calculated values
Highest occupied orbital energy   -8.6 eV
Relative energy (zero: lowest compared OMol25 entry of this formula, charge and spin)   65.5 kcal/mol
E   -562.35514 Ha
Max |F|   0.068 hartree/bohr
Net charge   0
LUMO level   0.3 eV
Frontier orbital gap   8.879 eV

Formula: C22H27N3O3S
Source: the Open Molecules 2025 dataset
Level of theory: ωB97M-V/def2-TZVPD

CARTESIAN COORDINATES (ANGSTROEM)
C  -4.981  -2.636  0.531
C  -3.688  -1.951  -0.144
C  -2.403  -2.097  0.304
C  -1.395  -1.578  -0.234
C  -1.573  -0.846  -1.437
C  -2.941  -0.523  -1.702
C  -4.080  -1.173  -1.026
H  -4.998  -0.813  -1.701
H  -3.074  0.274  -2.674
C  -0.394  -0.031  -1.933
H  0.196  0.591  -1.153
H  -0.876  0.941  -2.642
H  0.141  -0.859  -2.672
N  -0.153  -1.757  0.377
C  0.112  -1.768  1.533
O  1.043  -2.297  2.265
C  -0.791  -1.104  2.609
N  -1.454  0.149  1.990
C  -0.519  1.205  1.214
O  0.564  1.044  1.403
C  -1.355  2.178  0.480
C  -0.812  3.291  0.042
C  -1.610  4.185  -0.678
C  -2.962  3.764  -0.344
S  -3.038  2.476  0.207
H  -3.707  4.220  -0.876
H  -1.302  4.741  -1.318
H  0.413  3.455  -0.191
H  -2.497  0.224  1.930
H  -0.176  -0.652  3.473
H  -1.605  -1.477  2.888
C  0.717  -2.623  -0.620
H  1.203  -3.365  0.138
H  0.180  -3.170  -1.350
C  1.924  -1.908  -1.063
O  2.515  -2.034  -2.059
N  2.424  -0.794  -0.526
H  1.911  -0.470  0.744
C  3.589  -0.037  -0.674
C  3.207  1.533  -0.872
H  2.384  1.478  -1.161
H  3.871  1.844  -1.492
C  3.502  2.053  0.394
H  3.703  3.028  0.284
H  2.663  1.984  0.974
C  5.004  1.308  0.847
H  5.099  1.401  1.969
H  5.856  1.596  0.362
C  4.618  -0.003  0.397
H  3.992  -0.547  1.387
H  5.538  -0.572  0.206
H  4.038  -0.540  -1.623
H  -2.227  -2.841  1.029
H  -4.702  -3.244  1.460
H  -5.311  -3.431  -0.146
H  -5.781  -1.825  0.873

Calculated values
Highest occupied orbital energy   -8.5 eV
Relative energy (zero: lowest compared OMol25 entry of this formula, charge and spin)   485.6 kcal/mol
E   -1642.03614 Ha
Max |F|   0.365 hartree/bohr
Net charge   0
LUMO level   0.2 eV
Frontier orbital gap   8.749 eV